15
Properties=species:S:1:pos:R:3 method="wB97M-V/def2-TZVPD" e_tot_ha=-399.81005 relative_energy_kcal_mol=97.58 homo_lumo_gap_ha=0.281 homo_ev=-8.97
C -2.806 0.055 -0.114
C -2.175 0.998 0.555
C -1.828 -1.033 -0.393
C -0.510 -0.591 0.231
C 3.049 -0.348 -0.403
N -0.787 0.557 0.774
O -1.994 -2.094 -0.951
O 2.186 0.694 0.049
H -3.793 -0.111 -0.524
H -2.498 1.912 0.988
H 2.418 -0.992 -1.132
H 3.511 -0.826 0.427
H 3.775 0.135 -1.029
H -0.068 1.316 0.859
H 1.521 0.330 0.663